[1]
Density functional theory data (ωB97M-V/def2-TZVPD) for 2 unconnected molecules or ions with the total composition C6H13N at a distorted geometry.

Bonds (Å) are listed after each position.
Cartesian coordinates (Å):
1 C -0.7418 1.4743 -2.8922  C2 1.489, H8 1.117, H9 1.100, H10 1.102
2 C -0.1349 0.6631 -1.8007  C1 1.489, C3 1.466, H11 1.098, H12 1.153
3 C -0.5705 0.9177 -0.4240  C2 1.466, C4 1.400, H14 1.097
4 C -0.3602 -0.0101 0.6033  C3 1.400, C5 1.381, C7 1.542
5 C -0.2480 -1.3538 0.3047  C4 1.381, N6 1.403
6 N 0.4779 -2.1323 1.2187  C5 1.403, H16 1.008, H17 1.015
7 C -0.8197 0.3712 2.0253  C4 1.542, H18 1.090, H19 1.090, H20 1.094
8 H -0.7574 2.5909 -2.8510  C1 1.117
9 H -0.4677 1.1729 -3.9140  C1 1.100
10 H -1.8326 1.3189 -2.9200  C1 1.102
11 H 0.9208 0.3632 -1.8327  C2 1.098
12 H -0.8121 -0.2047 -1.4590  C2 1.153
13 H 3.9891 -1.5950 1.7029  H15 0.739
14 H -1.1930 1.7791 -0.1513  C3 1.097
15 H 4.1736 -2.3060 1.7852  H13 0.739
16 H -0.0346 -2.7485 1.8303  N6 1.008
17 H 1.1928 -1.5785 1.6808  N6 1.015
18 H -0.0549 0.1008 2.7528  C7 1.090
19 H -1.6873 -0.2613 2.2115  C7 1.090
20 H -1.0396 1.4380 2.1295  C7 1.094

Summary:
- Relative energy (zero: lowest compared OMol25 entry of this formula, charge and spin): 555.4 kJ/mol
- E_HOMO: -0.2657 Ha
- Energy: -7917.0772 eV
- 2S+1: 1
- Lowest unoccupied orbital energy: 0.0095 Ha
- Charge: 0
- Strongest force on any atom: 3.7 eV/A

---

[2]
Density functional theory data (ωB97M-V/def2-TZVPD) for C6H13N in the gas phase at a distorted geometry.

Bonds (Å) are listed after each position.
Cartesian coordinates (Å):
1 C -0.8384 1.7565 -0.9815  C2 1.345, H8 1.100, H9 1.100
2 C -0.1001 0.7865 -0.4128  C1 1.345, C3 1.567, C5 1.509
3 C -0.0605 0.7212 1.1521  C2 1.567, C4 1.522, H10 1.122, H11 1.096
4 C 1.3407 0.7818 1.7442  C3 1.522, H12 1.098, H13 1.089, H14 1.086
5 C 0.6032 -0.2829 -1.2119  C2 1.509, C6 1.517, H15 1.093, H16 1.100
6 C 0.0665 -1.6156 -0.7239  C5 1.517, N7 1.473, H17 1.107, H18 1.110
7 N -1.3959 -1.7697 -0.8111  C6 1.473, H19 1.021, H20 1.014
8 H -1.4623 1.5791 -1.8698  C1 1.100
9 H -1.1297 2.5905 -0.3261  C1 1.100
10 H -0.7903 -0.0900 1.4114  C3 1.122
11 H -0.6122 1.6263 1.4319  C3 1.096
12 H 1.9737 -0.1005 1.5807  C4 1.098
13 H 1.9748 1.5374 1.2838  C4 1.089
14 H 1.1707 0.9191 2.8083  C4 1.086
15 H 1.6881 -0.2510 -1.0869  C5 1.093
16 H 0.3767 -0.0849 -2.2696  C5 1.100
17 H 0.3069 -1.8117 0.3389  C6 1.107
18 H 0.4507 -2.3925 -1.4167  C6 1.110
19 H -1.8807 -1.2007 -0.1160  N7 1.021
20 H -1.6822 -2.6989 -0.5248  N7 1.014

Summary:
- Relative energy (zero: lowest compared OMol25 entry of this formula, charge and spin): 133.4 kJ/mol
- E_HOMO: -0.3266 Ha
- Energy: -7921.4505 eV
- 2S+1: 1
- Lowest unoccupied orbital energy: 0.0387 Ha
- Charge: 0
- Strongest force on any atom: 2.5 eV/A